This record from the OMol25 dataset describes a molecular structure, C66H69F9GeN5O2PS4Ti. The level of theory is wB97M-V/def2-TZVPD.

Last column: Mulliken charge in e.
Element x y z (Å)
Ti  0.91502  1.36678  -0.39649  -0.43
C  4.62921  4.95623  -3.16841  -0.64
C  4.07280  4.03850  -4.04651  -0.73
C  3.17388  3.08973  -3.59507  -0.62
C  2.80227  3.04355  -2.24770  -0.23
C  3.37493  3.96549  -1.36932  0.40
C  4.27864  4.90811  -1.82844  -1.27
N  1.93652  2.02098  -1.78226  1.40
N  2.19868  0.84555  -2.50281  -0.63
C  2.61691  -0.13026  -1.72343  -0.35
C  3.39563  -1.20849  -2.23951  -0.61
C  3.94175  -2.10090  -1.37364  -0.62
C  3.71302  -1.96526  0.01836  -1.09
C  2.94132  -0.93664  0.46053  -0.43
N  2.36563  -0.03509  -0.36818  0.97
H  5.33583  5.69525  -3.52052  0.40
H  4.35374  4.05764  -5.09106  0.42
H  2.74978  2.35962  -4.26857  0.52
H  3.12251  3.93165  -0.32357  0.50
H  4.72279  5.59855  -1.12303  0.52
H  3.58220  -1.22790  -3.30217  0.53
H  4.58253  -2.89544  -1.73572  0.43
H  4.12891  -2.67738  0.71351  0.53
H  2.77828  -0.77886  1.52154  0.69
O  -6.25526  -1.56852  0.35153  -0.64
C  -5.18918  -1.04681  0.52374  0.63
S  -3.73669  -1.45676  -0.39493  0.04
C  -2.61062  -0.31278  0.34973  -1.09
C  -3.15266  0.45425  1.33338  0.86
S  -2.39401  1.72849  2.22647  -0.15
S  -4.85851  0.18751  1.73089  -0.38
S  -0.99407  -0.41161  -0.29790  1.46
C  2.72349  -4.76975  4.11560  -1.50
C  1.20984  -4.92094  4.22728  0.79
C  0.60588  -3.95719  5.25107  -1.08
C  0.52166  -2.50431  4.77824  -1.17
Ge  -0.33084  -2.15880  3.00702  1.12
C  -2.22935  -2.74589  2.83264  1.91
C  -2.67617  -3.60763  4.01471  -0.71
C  -4.17537  -3.91023  4.01401  -0.83
C  -5.04064  -2.73248  4.45387  -0.99
H  3.11282  -5.36010  3.28589  0.36
H  3.21071  -5.11418  5.02845  0.41
H  2.99997  -3.72587  3.95634  0.24
H  0.97764  -5.94682  4.52004  0.48
H  0.74318  -4.74106  3.25158  -0.60
H  1.21145  -3.98766  6.16253  0.53
H  -0.39399  -4.30335  5.51478  0.16
H  1.51654  -2.05105  4.74878  0.59
H  -0.05539  -1.92801  5.50706  0.49
H  0.47697  -2.50447  1.76654  -0.67
H  -2.28829  -3.32653  1.90938  -0.22
H  -2.89273  -1.88804  2.70890  -0.99
H  -2.41602  -3.11694  4.95889  0.40
H  -2.13084  -4.55490  3.97367  0.20
H  -4.34892  -4.74582  4.69658  0.41
H  -4.47845  -4.23261  3.01427  0.28
H  -4.74661  -2.37916  5.44388  0.29
H  -6.08508  -3.03943  4.50257  0.44
H  -4.97124  -1.89718  3.75482  0.03
C  2.82457  6.29482  3.51060  -1.75
C  2.75162  4.95433  2.83180  0.04
C  3.74906  4.01010  3.03294  -1.11
C  3.66258  2.76423  2.41443  0.00
C  4.70787  1.70250  2.62782  -1.61
C  2.57745  2.51057  1.60396  1.36
C  1.55856  3.45368  1.34208  0.48
C  1.67159  4.68059  1.99559  -0.02
N  0.60308  3.01742  0.44244  0.92
C  -0.38874  3.86424  -0.25225  1.97
C  -1.35550  4.65402  0.65286  -0.52
C  -2.43055  5.35231  -0.18898  0.32
C  -1.76189  6.36281  -1.12129  -1.65
C  -0.78135  5.62010  -2.02685  0.34
C  -1.55412  4.60956  -2.87734  -1.54
C  -2.25342  3.60711  -1.95899  0.72
C  -3.21376  4.32521  -1.00862  -1.34
C  -1.21656  2.87728  -1.10746  -0.75
C  0.27484  4.88886  -1.19303  -1.23
H  3.71599  6.37234  4.12962  0.46
H  1.94589  6.44892  4.13850  0.35
H  2.84381  7.09704  2.77197  0.31
H  4.59595  4.23822  3.66780  0.34
H  5.57270  2.11088  3.14738  0.46
H  5.03807  1.28565  1.67547  0.29
H  4.30915  0.88640  3.23587  0.26
H  2.48867  1.54481  1.10378  -0.08
H  0.92996  5.45464  1.87545  0.51
H  -0.81114  5.41867  1.20510  0.58
H  -1.82223  3.99458  1.37500  -0.59
H  -3.11388  5.87284  0.48840  0.37
H  -1.23870  7.12498  -0.53620  0.56
H  -2.51506  6.87183  -1.72956  0.59
H  -0.27196  6.33391  -2.68092  0.41
H  -0.86709  4.08555  -3.54935  0.39
H  -2.29337  5.13196  -3.48997  0.61
H  -2.80963  2.87932  -2.55866  0.11
H  -3.67822  3.59957  -0.33429  0.32
H  -4.00704  4.81979  -1.57475  0.59
H  -0.52984  2.29939  -1.76575  0.42
H  -1.73750  2.19827  -0.43190  -1.57
H  0.85155  5.60579  -0.60176  0.55
H  0.95539  4.38488  -1.87132  -0.07
F  -5.73318  -1.87224  -6.13287  -0.28
C  -5.44335  -0.97632  -5.17124  0.79
F  -5.52785  0.24316  -5.73705  -0.28
F  -6.43988  -1.04764  -4.26500  -0.25
C  -4.10108  -1.22167  -4.54606  0.35
C  -3.63496  -2.52157  -4.40140  -1.25
C  -2.40368  -2.74706  -3.80976  -0.41
C  -1.64274  -1.67809  -3.34492  0.11
C  -2.12210  -0.38127  -3.49859  0.33
C  -3.35042  -0.14701  -4.09296  -0.72
P  0.03843  -1.87143  -2.61617  1.13
C  0.81576  -2.47599  -4.18726  0.70
C  1.26733  -3.76126  -4.47037  -0.18
C  2.01788  -4.00624  -5.60967  -1.16
C  2.29792  -2.97304  -6.49181  0.31
C  1.79000  -1.70059  -6.26384  -1.01
C  1.06533  -1.45916  -5.11203  -0.72
C  3.12401  -3.25851  -7.71021  0.85
F  2.38226  -3.77435  -8.71446  -0.26
F  3.72103  -2.15863  -8.20264  -0.28
F  4.09986  -4.15477  -7.46137  -0.28
C  -0.13144  -3.41851  -1.63709  -0.23
C  0.98528  -4.20535  -1.35331  -0.52
C  0.88578  -5.31531  -0.53226  -1.47
C  -0.33232  -5.63273  0.05276  0.67
C  -1.44315  -4.83487  -0.17598  -1.14
C  -1.33534  -3.74052  -1.01646  -0.61
C  -0.44591  -6.87344  0.88525  0.78
F  0.67577  -7.11631  1.59489  -0.25
F  -1.45884  -6.81878  1.76864  -0.26
F  -0.65762  -7.96735  0.12286  -0.29
H  -4.23101  -3.35227  -4.75446  0.47
H  -2.03555  -3.75984  -3.70780  0.50
H  -1.52356  0.44845  -3.14112  -0.07
H  -3.72630  0.86004  -4.21049  0.63
H  1.04607  -4.58415  -3.80640  0.52
H  2.40045  -4.99827  -5.81001  0.44
H  1.98477  -0.90661  -6.97166  0.44
H  0.70809  -0.45918  -4.89746  0.26
H  1.94429  -3.94921  -1.77103  0.89
H  1.75192  -5.93507  -0.33986  0.51
H  -2.38710  -5.06828  0.29904  0.47
H  -2.20057  -3.12706  -1.19530  0.14
O  -0.05501  -0.29448  2.89668  -0.32
N  -0.56534  0.43299  3.95784  -0.04
C  -1.94089  0.71345  3.91873  1.44
C  -2.39465  1.51872  5.05943  -1.02
C  -1.52837  2.21240  5.81857  -0.49
C  -0.11992  2.07165  5.60057  -1.02
C  0.30715  1.19451  4.66832  -0.68
H  -2.53724  -0.17374  3.71357  -0.89
H  -3.46479  1.59888  5.18393  0.56
H  -1.88278  2.84361  6.62202  0.42
H  0.59248  2.62434  6.19228  0.49
H  1.34627  1.00127  4.46558  0.58

The calculated total energy comes out at -237828.1147 eV. Its HOMO energy is -0.2638 Ha. The calculation puts the gap between HOMO and LUMO at 0.24122 Eh. Its molecular weight is 1415.0 g mol⁻¹. As for the total charge: 0. The calculation puts the energy above the lowest of the compared OMol25 structures with the same formula, charge and spin at 266.3 kJ/mol.

***

This record from the OMol25 dataset describes a molecular structure, C66H70CuN8O5S. The level of theory is wB97M-V/def2-TZVPD.

Last column: Mulliken charge in e.
Element x y z (Å)
Cu  0.59437  -0.12088  -0.61273  -1.63
C  5.65972  3.27838  -0.19601  -1.87
C  4.36572  3.88686  0.33851  3.05
C  4.72901  5.05050  1.27481  -2.08
C  3.55771  2.84968  1.13067  -1.95
C  3.42974  4.48623  -0.71988  -0.47
O  2.47634  5.15921  -0.36477  -0.71
N  3.66419  4.37689  -2.07759  0.26
C  4.42928  3.53329  -2.94046  -0.64
C  5.42457  4.13574  -3.70490  -0.25
C  6.14198  3.41717  -4.64517  -0.67
C  5.85902  2.07228  -4.83941  -0.83
C  4.86057  1.46941  -4.09297  -0.65
C  4.12605  2.17665  -3.13920  0.15
C  3.04963  1.47127  -2.37606  1.85
C  3.42137  0.42919  -1.50800  -0.06
C  4.76640  -0.05953  -1.31694  -1.38
C  4.74163  -0.88076  -0.24257  -1.88
C  3.38454  -0.90583  0.23663  -0.82
N  2.59174  -0.14975  -0.58981  2.31
C  2.97075  -1.51348  1.42608  1.65
C  1.62183  -1.67030  1.74669  -0.27
C  1.11544  -2.22153  2.97193  -1.49
C  -0.21079  -2.43218  2.78489  -1.45
C  -0.52525  -1.96078  1.46389  -0.16
C  -1.79402  -2.06263  0.86334  1.26
C  -2.14575  -1.27739  -0.22232  -0.04
N  -1.38177  -0.24967  -0.72186  -0.55
C  -2.15682  0.40296  -1.62033  0.88
C  -1.77425  1.51089  -2.38420  -0.18
C  -0.45584  1.91304  -2.53994  1.33
C  -0.02603  2.95748  -3.44687  -1.72
C  1.31855  2.91726  -3.47378  -1.67
C  1.73500  1.87862  -2.55430  0.50
N  0.63300  1.29739  -1.99090  0.79
C  -2.84214  2.22712  -3.14800  -0.12
C  -3.04133  1.91906  -4.48667  -0.15
C  -4.03032  2.54212  -5.23283  -1.03
C  -4.83004  3.48750  -4.61631  -1.08
C  -4.63990  3.82286  -3.28283  -0.36
C  -3.63733  3.21540  -2.52540  1.33
N  -3.31733  3.51938  -1.18616  0.41
C  -3.58797  4.46898  -0.20493  -0.27
O  -2.99483  4.34541  0.85125  -0.69
C  -4.55782  5.62468  -0.43595  2.52
C  -4.54319  6.51325  0.81070  -1.93
C  -4.06254  6.47708  -1.61766  -1.81
C  -5.99355  5.07975  -0.61742  -1.69
C  -3.44625  -0.24288  -1.72887  -1.77
C  -3.41865  -1.30861  -0.90134  -1.41
C  -2.69065  -3.12832  1.40601  0.33
C  -2.20746  -4.43529  1.28971  -0.38
C  -2.91730  -5.53153  1.73990  -1.10
C  -4.14509  -5.32343  2.34762  -0.90
C  -4.64634  -4.04136  2.50244  -0.59
C  -3.93617  -2.92777  2.03867  0.59
N  -4.40918  -1.61656  2.24935  0.42
C  -5.60755  -1.21410  2.79887  0.10
O  -6.38434  -1.97230  3.34891  -0.70
C  -5.93707  0.27377  2.61680  2.47
C  -6.86065  0.71494  3.75354  -1.89
C  -4.70135  1.17302  2.59136  -1.92
C  -6.68995  0.38077  1.27873  -1.52
N  0.59106  -1.46347  0.86757  1.28
C  4.03078  -1.93292  2.39247  0.28
C  4.88078  -0.93680  2.88093  -0.48
C  5.91820  -1.21974  3.75013  -0.98
C  6.12342  -2.53269  4.14531  -0.78
C  5.30324  -3.54523  3.67617  -0.69
C  4.25095  -3.26396  2.80157  0.41
N  3.42254  -4.29727  2.30844  0.67
C  3.64069  -5.65693  2.35903  -0.06
O  4.69551  -6.14723  2.71135  -0.69
C  2.43923  -6.52626  1.93679  2.24
C  2.86769  -7.98890  2.00819  -2.02
C  2.01247  -6.18596  0.50608  -1.13
C  1.27827  -6.28881  2.91442  -1.38
H  6.29395  3.00174  0.65127  0.49
H  5.48253  2.37862  -0.77869  0.31
H  6.21482  3.99191  -0.81112  0.34
H  5.31599  4.67054  2.11531  0.47
H  5.32341  5.80580  0.75110  0.43
H  3.82677  5.52544  1.65586  0.39
H  4.15583  2.47808  1.96893  0.43
H  2.65001  3.30852  1.52686  0.42
H  3.26779  1.99938  0.50715  0.20
H  3.06199  5.01795  -2.57103  0.33
H  5.62976  5.18851  -3.54522  0.51
H  6.91126  3.90702  -5.22880  0.41
H  6.40462  1.49917  -5.57910  0.44
H  4.61283  0.42792  -4.26493  0.48
H  5.62611  0.20902  -1.91099  0.65
H  5.56194  -1.43649  0.18739  0.70
H  1.70957  -2.41369  3.85612  0.57
H  -0.93228  -2.82419  3.48824  0.69
H  -0.68394  3.60618  -4.00559  0.60
H  1.98324  3.50496  -4.08878  0.71
H  -2.41133  1.16203  -4.93942  0.54
H  -4.17355  2.29189  -6.27622  0.40
H  -5.61273  3.98774  -5.17428  0.42
H  -5.27816  4.57621  -2.85404  0.51
H  -2.60348  2.90824  -0.81992  -0.05
H  -3.55403  6.94084  0.97548  0.38
H  -5.26447  7.32525  0.68188  0.44
H  -4.80806  5.94007  1.69871  0.37
H  -3.09338  6.91663  -1.36971  0.40
H  -3.94161  5.91741  -2.54289  0.52
H  -4.76696  7.29213  -1.79905  0.36
H  -6.47951  4.99498  0.35678  0.42
H  -6.58930  5.76321  -1.22771  0.32
H  -6.02561  4.09151  -1.07706  0.38
H  -4.24243  0.07482  -2.38874  0.67
H  -4.17317  -2.07054  -0.76396  0.75
H  -1.25201  -4.58052  0.79651  0.48
H  -2.51969  -6.53231  1.61868  0.47
H  -4.72144  -6.16150  2.72147  0.39
H  -5.58519  -3.88733  3.00449  0.61
H  -3.82532  -0.88532  1.88117  -0.12
H  -6.30727  0.79405  4.69355  0.41
H  -7.28874  1.69334  3.52007  0.43
H  -7.66841  -0.00070  3.89412  0.38
H  -4.03922  0.98823  3.44113  0.39
H  -4.12458  1.07434  1.66617  0.17
H  -5.02384  2.21239  2.65263  0.54
H  -7.58043  -0.25200  1.28587  0.40
H  -7.00149  1.41664  1.11529  0.39
H  -6.05374  0.08023  0.44173  0.21
H  4.70228  0.08462  2.56538  0.68
H  6.56151  -0.42623  4.10963  0.44
H  6.93220  -2.77983  4.82272  0.40
H  5.48341  -4.56667  3.96818  0.53
H  2.56007  -3.99140  1.89184  -0.42
H  3.69664  -8.18863  1.32710  0.38
H  3.20068  -8.24468  3.01459  0.42
H  2.02560  -8.63220  1.74114  0.43
H  2.85819  -6.27517  -0.18233  0.36
H  1.23170  -6.87910  0.18105  0.52
H  1.60976  -5.17131  0.42540  -0.23
H  1.62232  -6.38899  3.94769  0.42
H  0.83473  -5.29938  2.79469  0.09
H  0.49165  -7.02993  2.74653  0.42
C  0.11801  -5.26066  -2.44238  -0.58
S  0.47106  -3.55842  -2.92592  0.13
C  1.84279  -3.31701  -1.77932  0.41
O  -0.64995  -2.72488  -2.41012  -0.34
H  -0.22504  -5.25708  -1.40542  -0.16
H  1.02036  -5.86400  -2.56703  0.36
H  -0.67179  -5.63047  -3.09501  0.46
H  2.57228  -4.12540  -1.86770  0.52
H  1.42031  -3.24978  -0.77402  -0.74
H  2.30792  -2.36417  -2.03771  -0.25

As for the expectation value of S²: 0.75. The calculated total energy comes out at -147215.8775 eV. Its HOMO energy (spin up / spin down) is -0.2637 / -0.2635 Ha. Its multiplicity is 2. The calculation puts the gap between HOMO and LUMO (spin up / spin down) at 0.21480 / 0.21506 Eh. Its molecular weight is 1150.9 g mol⁻¹. As for the total charge: 0.